No. 1
C3H4OPd | ωB97M-V with the def2-TZVPD basis set

Geometry as ORCA input:
```
! wB97M-V def2-TZVPD RIJCOSX def2/J DEFGRID3
* xyz 0 3
C 0.12442 0.46590 -0.54997
C -0.38786 -0.05846 0.78783
C -1.16176 0.71830 -0.33279
H 1.05313 1.00190 -0.74582
H -0.02977 0.44964 1.69657
H -0.61852 -1.13236 0.90366
H -1.75529 1.63224 -0.26331
O 1.20569 -1.16651 -1.42178
Pd 1.56997 -1.91065 -0.07438
*
```

Output
M = 162.48 g/mol
<S²> = 2.01
E_HOMO (spin up / spin down) = -0.30226 / -0.29696 Eh
LUMO level (spin up / spin down) = -0.5 / -1.1 eV
largest force on an atom = 0.22461 hartree/bohr

Which charges does Mulliken predict for the atoms? In e, they are: C 0.05; C -0.78; C -0.35; H 0.34; H 0.24; H 0.35; H 0.25; O -0.78; Pd 0.69



No. 2
CN4O | ωB97M-V with the def2-TZVPD basis set

Geometry as ORCA input:
```
! wB97M-V def2-TZVPD RIJCOSX def2/J DEFGRID3
* xyz -2 1
C 0.61108 0.06023 0.09670
N -0.06811 -1.09046 0.04575
N -0.17534 1.13268 0.03384
N -1.34804 -0.70244 -0.05120
N -1.41316 0.61033 -0.05814
O 2.39356 -0.01035 -0.06695
*
```

Output
M = 84.04 g/mol
energy relative to the best compared isomer or geometry (same formula, charge and spin) = 72.26 kcal per mole
E_HOMO = 0.05551 Eh
LUMO level = 8.3 eV
largest force on an atom = 0.11609 hartree/bohr

Which charges does Mulliken predict for the atoms? In e, they are: C 0.59; N -0.36; N -0.40; N -0.40; N -0.40; O -1.03



No. 3
C2H5N3O | ωB97M-V with the def2-TZVPD basis set

Geometry as ORCA input:
```
! wB97M-V def2-TZVPD RIJCOSX def2/J DEFGRID3
* xyz 0 1
O 1.47115 -1.11543 -0.37175
C 0.50187 -0.49640 0.50442
C 0.12560 0.89040 0.03998
N -1.28233 0.83789 -0.16962
N -1.63286 -0.39530 -0.02349
N -0.81386 -1.21874 0.38289
H 1.30500 -1.90945 -0.87968
H 0.90912 -0.61822 1.56247
H 0.50246 1.62817 0.84262
H 0.65759 1.22110 -0.87562
H -1.74372 1.17599 -1.01221
*
```

Output
M = 87.08 g/mol
SMILES = O[C@H]1CNN=N1
energy relative to the best compared isomer or geometry (same formula, charge and spin) = 74.30 kcal per mole
E_HOMO = -0.35693 Eh
LUMO level = 0.9 eV
largest force on an atom = 0.09390 hartree/bohr

Which charges does Mulliken predict for the atoms? In e, they are: O -0.57; C 0.37; C -0.48; N 0.05; N -0.31; N -0.35; H 0.32; H 0.22; H 0.19; H 0.25; H 0.32



No. 4
C5H12O3 | ωB97M-V with the def2-TZVPD basis set

Geometry as ORCA input:
```
! wB97M-V def2-TZVPD RIJCOSX def2/J DEFGRID3
* xyz 0 1
C -1.04984 0.82330 -1.25457
C -0.24876 -0.24695 -0.53431
C -0.96724 -1.59118 -0.54493
O 1.07423 -0.43531 -1.38872
C 0.43973 0.14141 0.75840
C 1.34921 1.35404 0.77709
O 1.02116 -0.94492 1.40962
O -0.86129 0.52667 1.55563
H -1.14365 0.55953 -2.31218
H -0.57073 1.80268 -1.21839
H -2.04856 0.91294 -0.81960
H -0.37398 -2.37635 -0.06977
H -1.14149 -1.90566 -1.57873
H -1.93205 -1.52455 -0.03662
H 1.54511 -1.20517 -1.02541
H 2.34182 1.09385 0.39865
H 1.45357 1.71611 1.80491
H 0.95398 2.18054 0.18686
H 1.51047 -0.58983 2.16844
H -1.35167 -0.29116 1.72363
*
```

Output
M = 120.15 g/mol
SMILES = CC(C)(O)C(C)(O)O
energy relative to the best compared isomer or geometry (same formula, charge and spin) = 27.18 kcal per mole
E_HOMO = -0.36538 Eh
LUMO level = 0.7 eV
largest force on an atom = 0.08606 hartree/bohr

Which charges does Mulliken predict for the atoms? In e, they are: C -1.59; C 1.36; C -1.64; O -0.63; C 0.83; C -1.54; O -0.52; O -0.62; H 0.42; H 0.32; H 0.31; H 0.33; H 0.42; H 0.38; H 0.37; H 0.33; H 0.44; H 0.32; H 0.37; H 0.33



No. 5
C4H11N3 | ωB97M-V with the def2-TZVPD basis set

Geometry as ORCA input:
```
! wB97M-V def2-TZVPD RIJCOSX def2/J DEFGRID3
* xyz 0 1
H 1.13129 1.75870 2.14472
N 0.52040 2.16312 1.47575
C 0.21228 1.53174 0.42813
N -0.34851 2.24318 -0.65052
N 0.32529 0.12882 0.29334
C -0.04882 -0.64254 -0.92741
C -0.77725 -1.92549 -0.57491
C 0.15258 -2.93033 0.09465
H -1.16082 1.74095 -0.97751
H -0.48576 3.18425 -0.31769
H 1.18210 -0.27141 0.64505
H 0.88065 -0.88624 -1.45782
H -0.58210 0.00362 -1.60480
H -1.69275 -1.64737 -0.04950
H -1.06174 -2.38544 -1.52700
H 0.53075 -2.68245 1.08208
H 0.94995 -3.08753 -0.64372
H -0.27270 -3.93561 0.14528
*
```

Output
M = 101.15 g/mol
SMILES = [H]/N=C(/N)NCCC
energy relative to the best compared isomer or geometry (same formula, charge and spin) = 25.91 kcal per mole
E_HOMO = -0.32429 Eh
LUMO level = 0.9 eV
largest force on an atom = 0.03568 hartree/bohr

Which charges does Mulliken predict for the atoms? In e, they are: H 0.21; N -0.75; C 0.50; N -0.52; N -0.24; C -0.77; C -0.32; C -1.17; H 0.20; H 0.33; H 0.27; H 0.27; H 0.45; H 0.31; H 0.26; H 0.32; H 0.31; H 0.35



No. 6
C24H25N3O4S2 | ωB97M-V with the def2-TZVPD basis set

Geometry as ORCA input:
```
! wB97M-V def2-TZVPD RIJCOSX def2/J DEFGRID3
* xyz 0 1
C 0.91864 3.83596 -0.72520
C 0.05474 2.70907 -1.28733
N 0.63486 1.40643 -1.02749
C 1.79069 1.02793 -1.82178
C 3.13070 1.46575 -1.20771
O 3.82223 2.33224 -1.70212
N 3.43403 0.79896 -0.08419
C 4.68168 0.99156 0.61901
C 5.46830 -0.27477 0.69592
C 6.14171 -0.79237 1.75796
C 6.78873 -2.01361 1.46026
C 6.58911 -2.40717 0.17856
S 5.61524 -1.29387 -0.69859
C 0.27548 0.61224 -0.00384
O 0.92764 -0.37099 0.32989
C -1.00905 0.91364 0.70134
C -1.02455 1.16262 2.06881
C -2.22735 1.30632 2.74271
C -3.42528 1.14150 2.06569
C -3.40065 0.87157 0.71036
S -4.90806 0.41774 -0.15318
O -6.03521 0.70497 0.68007
O -4.87231 0.94094 -1.48269
N -4.76117 -1.25756 -0.24542
C -4.78650 -1.94386 1.04569
C -3.36198 -2.47434 1.29716
C -2.75368 -2.40314 -0.07495
C -1.54524 -2.87117 -0.54232
C -1.21222 -2.64188 -1.87170
C -2.07869 -1.96196 -2.71197
C -3.29697 -1.48051 -2.24958
C -3.61279 -1.70269 -0.92341
C -2.21192 0.77680 0.01593
H 1.90612 3.83091 -1.17824
H 0.44786 4.79328 -0.93051
H 1.02744 3.72554 0.35168
H -0.93895 2.75118 -0.83988
H -0.05007 2.82730 -2.36959
H 1.79299 -0.06195 -1.91664
H 1.70167 1.48484 -2.80839
H 2.78925 0.08639 0.24677
H 4.49474 1.36248 1.63372
H 5.23266 1.75798 0.06004
H 6.17961 -0.31826 2.72256
H 7.37014 -2.57005 2.17319
H 6.95223 -3.28685 -0.31425
H -0.08898 1.24390 2.60170
H -2.22974 1.52260 3.80012
H -4.37843 1.21919 2.56475
H -5.49821 -2.77063 0.96413
H -5.14519 -1.25344 1.80738
H -2.80174 -1.84505 1.99446
H -3.37597 -3.48933 1.69231
H -0.86565 -3.39395 0.11256
H -0.26744 -3.00000 -2.25129
H -1.80467 -1.79952 -3.74373
H -3.96941 -0.92725 -2.88411
H -2.23042 0.58436 -1.04461
*
```

Output
M = 483.62 g/mol
SMILES = CCN(CC(=O)NCc1cccs1)C(=O)c1cccc(S(=O)(=O)N2CCc3ccccc32)c1
energy relative to the best compared isomer or geometry (same formula, charge and spin) = 0.00 kcal per mole
E_HOMO = -0.32228 Eh
LUMO level = 0.3 eV
largest force on an atom = 0.02516 hartree/bohr

Which charges does Mulliken predict for the atoms? In e, they are: C -1.23; C -0.40; N 0.40; C -1.06; C 0.65; O -0.69; N 0.11; C -0.89; C 0.60; C -0.72; C -0.36; C -0.52; S -0.10; C 0.31; O -0.87; C -0.23; C -0.19; C -1.02; C -0.37; C -0.67; S 1.20; O -0.71; O -0.67; N 0.02; C -0.65; C -0.89; C 1.45; C -0.57; C -0.56; C -0.56; C -0.55; C -0.74; C 0.16; H 0.30; H 0.46; H 0.27; H 0.22; H 0.43; H 0.34; H 0.46; H 0.22; H 0.33; H 0.37; H 0.40; H 0.38; H 0.41; H 0.54; H 0.43; H 0.57; H 0.47; H 0.32; H 0.16; H 0.47; H 0.45; H 0.44; H 0.42; H 0.51; H 0.94



| no. | DFT total energy (eV) |
| --- | --- |
| 1 | -8693.703 |
| 2 | -9039.180 |
| 3 | -8670.421 |
| 4 | -11521.587 |
| 5 | -8796.495 |
| 6 | -59625.376 |